47
Properties=species:S:1:pos:R:3:forces:R:3 method="wB97M-V/def2-TZVPD" e_homo_ev=-12.38 mol_weight_g_mol=280.29 de_lowest_ev=4.0283 orbital_gap_ev=9.5 total_charge=+1
O 2.438 2.457 0.196 -1.288 -1.465 2.096
C 1.727 1.781 0.998 3.361 3.230 -4.325
C 0.449 1.340 0.509 -2.801 -2.786 2.308
C -0.057 0.193 1.586 -3.818 2.977 -0.639
C 0.300 -1.185 1.189 -0.318 -0.021 -0.127
C 1.329 -1.868 1.596 1.539 -3.611 -0.839
N -0.720 -1.837 0.182 1.178 0.058 -0.060
H 2.146 1.591 1.952 0.099 -0.419 1.290
H 0.512 0.631 -0.355 0.129 1.919 0.224
H -0.295 2.238 0.454 1.424 -1.887 -0.152
H 0.097 0.536 2.644 0.617 -0.915 -1.034
H -1.247 0.262 1.578 2.566 -0.057 -0.281
H 1.518 -2.946 1.264 -0.807 1.438 0.043
H 2.226 -1.654 2.168 -0.668 1.191 0.350
H -1.205 -2.685 0.586 0.420 1.333 -0.557
H -0.277 -2.218 -0.754 -0.929 1.355 1.915
H -1.394 -1.042 -0.007 0.544 -1.421 -0.231
H -3.401 -3.254 -1.038 1.044 -0.256 0.109
H -2.309 -3.916 -1.815 0.675 -1.453 -2.963
O -2.462 -3.548 -0.998 -1.748 1.622 2.804
H 0.063 -1.684 -3.833 -0.051 -0.378 0.996
H 0.588 -0.732 -2.823 0.253 0.227 0.372
O 0.192 -1.613 -2.859 -0.131 0.208 -1.157
H 0.730 1.509 -2.024 1.818 -0.272 -0.684
H 2.270 1.599 -1.827 -0.203 0.107 0.053
O 1.601 1.084 -2.301 -1.407 -0.281 0.178
H -3.440 1.515 2.127 -1.546 -1.553 1.901
H -2.814 2.659 1.709 0.682 1.855 -0.273
O -2.952 1.787 1.393 0.458 -0.232 -1.314
H -4.924 -1.146 -0.298 -0.211 0.379 0.141
H -4.117 0.190 0.058 -0.329 -1.182 -0.487
O -4.104 -0.668 -0.443 0.675 0.986 0.509
H -2.550 0.620 -1.300 1.860 1.513 0.453
H -1.684 1.977 -1.250 -0.272 1.309 -0.644
O -1.706 1.084 -0.963 -1.968 -3.200 -0.676
H 4.367 0.947 0.759 0.008 -0.503 0.769
H 3.877 -0.453 0.445 0.435 1.081 1.964
O 4.201 0.107 1.241 -0.393 -0.337 -2.324
H -1.753 -0.895 4.042 0.535 -1.151 -1.695
H -2.097 -1.765 2.707 1.274 0.955 1.608
O -1.344 -1.341 3.233 -2.560 -0.383 0.939
H 0.195 3.673 -3.017 0.218 -0.044 0.556
H 1.061 3.903 -1.752 0.534 0.337 0.216
O 0.331 3.397 -2.093 -1.169 0.032 -0.621
H 2.127 -0.475 -1.128 -2.898 3.288 -2.583
H 3.248 -1.444 -1.419 -1.052 0.695 1.072
O 2.684 -1.028 -0.705 4.222 -4.291 0.798

***

24
Properties=species:S:1:pos:R:3:forces:R:3 method="wB97M-V/def2-TZVPD" e_homo_ev=-7.56 mol_weight_g_mol=147.22 de_lowest_ev=3.1102 orbital_gap_ev=8.2 total_charge=0
C 0.964 2.420 -0.272 0.280 0.587 0.531
C 0.626 1.110 -0.301 4.049 0.166 0.568
C -0.612 0.484 -0.220 -4.043 -0.950 -0.830
C -0.600 -0.873 -0.165 2.753 1.699 0.601
C 1.014 -1.240 -0.154 -4.383 3.632 0.790
C 1.486 -2.394 0.189 1.462 -4.097 -0.265
N 1.582 0.046 -0.187 0.321 0.431 -1.181
C 2.945 0.399 0.158 0.792 -0.380 -0.853
C -1.982 -1.404 0.168 0.099 -1.711 0.375
C -2.875 -0.151 0.184 -0.065 0.858 -1.028
C -2.056 1.082 -0.381 1.360 -2.469 -0.688
H 1.922 3.005 -0.129 -0.902 -1.609 -0.527
H 0.155 3.094 -0.131 -0.853 0.412 -0.252
H 2.593 -2.663 0.197 -1.662 0.506 0.211
H 0.734 -3.255 0.224 1.390 1.278 0.071
H 3.285 -0.305 0.916 0.246 0.086 0.078
H 3.762 0.485 -0.660 -1.610 -0.546 0.780
H 2.878 1.399 0.555 0.251 0.077 0.525
H -2.384 -2.164 -0.572 0.611 0.758 0.788
H -2.008 -1.902 1.193 0.221 0.413 -1.305
H -3.276 0.111 1.142 0.111 -0.112 0.808
H -3.751 -0.354 -0.423 -0.173 0.159 -0.211
H -2.216 2.006 0.197 -0.100 -0.223 -0.810
H -2.185 1.064 -1.528 -0.154 1.034 1.821

***

101
Properties=species:S:1:pos:R:3:forces:R:3 method="wB97M-V/def2-TZVPD" e_homo_ev=-12.42 mol_weight_g_mol=1037.35 de_lowest_ev=0.0000 orbital_gap_ev=7.5 total_charge=+2
Ir 1.703 0.994 1.496 -0.130 -0.095 -0.810
N 2.095 0.797 3.523 0.091 0.009 -0.039
C 3.566 0.850 3.708 0.027 -0.021 -0.004
C 4.203 -0.064 2.679 0.014 0.037 0.053
N 3.691 0.329 1.336 0.020 0.027 0.101
H 1.584 1.469 4.097 -0.003 0.080 -0.035
H 1.729 -0.103 3.837 -0.022 0.045 0.062
H 3.853 0.555 4.717 -0.030 -0.002 0.004
H 3.882 1.883 3.552 -0.018 0.011 0.029
H 3.917 -1.100 2.856 0.033 0.016 -0.001
H 5.290 0.003 2.719 0.000 0.001 -0.031
H 3.859 -0.400 0.648 0.030 -0.051 0.083
H 4.204 1.149 1.017 -0.008 -0.034 -0.095
C 1.331 -0.379 -7.054 0.001 0.002 0.004
C 1.262 0.188 -5.666 0.005 -0.014 0.002
C 0.723 1.452 -5.433 -0.017 -0.005 0.007
C 0.638 1.964 -4.149 0.004 0.015 -0.002
C 1.083 1.191 -3.086 -0.069 0.019 -0.018
C 1.640 -0.062 -3.287 0.003 -0.026 0.029
C 1.728 -0.550 -4.578 0.003 0.002 0.005
S 0.905 1.902 -1.474 -0.091 0.057 0.186
O 1.692 0.908 -0.581 0.099 0.023 -0.046
C -0.799 1.651 -1.055 0.019 -0.150 -0.001
C -1.557 2.842 -1.015 -0.017 0.027 -0.049
C -2.902 2.776 -0.814 0.032 -0.016 -0.032
C -3.537 1.527 -0.618 -0.007 -0.035 -0.038
C -4.949 1.436 -0.548 0.040 0.002 -0.034
C -5.563 0.224 -0.444 -0.029 -0.032 0.021
C -4.790 -0.953 -0.343 -0.014 0.017 0.049
C -3.427 -0.897 -0.382 0.038 0.046 0.020
C -2.758 0.344 -0.557 0.003 -0.002 -0.030
C -1.347 0.417 -0.805 -0.035 0.059 0.026
C -0.679 -0.904 -1.032 -0.082 0.110 -0.205
C -1.017 -1.518 -2.291 0.020 0.013 0.026
C -1.649 -0.788 -3.335 -0.014 -0.009 0.044
C -1.927 -1.379 -4.532 0.001 0.004 0.003
C -1.612 -2.737 -4.760 0.002 0.024 -0.007
C -1.021 -3.470 -3.775 0.005 -0.013 0.005
C -0.711 -2.878 -2.526 0.027 0.002 0.010
C -0.134 -3.638 -1.484 -0.022 0.025 -0.002
C 0.227 -3.043 -0.318 -0.004 -0.032 -0.056
C 0.018 -1.652 -0.111 0.181 -0.191 0.198
S 0.663 -1.072 1.485 -0.126 0.098 -0.121
O -0.314 -1.263 2.556 -0.037 0.078 0.009
C 1.966 -2.263 1.740 0.003 0.028 0.081
C 2.947 -2.504 0.782 0.042 -0.015 0.023
C 3.977 -3.375 1.079 0.000 0.017 -0.020
C 4.044 -4.023 2.320 0.001 -0.011 0.013
C 5.174 -4.961 2.628 -0.002 0.000 0.002
C 3.035 -3.781 3.247 0.017 0.000 -0.003
C 1.991 -2.906 2.965 0.009 0.024 -0.007
H 1.190 0.393 -7.808 0.000 -0.001 0.000
H 0.551 -1.131 -7.192 -0.002 -0.003 -0.003
H 2.289 -0.866 -7.232 -0.001 0.001 0.000
H 0.377 2.048 -6.267 0.000 0.001 0.001
H 0.232 2.956 -3.983 -0.004 -0.004 -0.002
H 1.989 -0.646 -2.448 0.005 -0.004 0.022
H 2.163 -1.528 -4.748 -0.004 -0.003 0.001
H -1.064 3.793 -1.178 0.008 0.006 0.018
H -3.503 3.676 -0.828 0.001 0.004 0.015
H -5.531 2.347 -0.605 0.008 0.002 0.000
H -6.643 0.161 -0.419 0.029 0.001 -0.005
H -5.285 -1.909 -0.234 0.005 0.001 -0.005
H -2.855 -1.812 -0.303 -0.001 -0.003 0.009
H -1.907 0.252 -3.193 0.012 0.027 0.035
H -2.402 -0.802 -5.316 -0.001 0.000 -0.003
H -1.851 -3.193 -5.711 -0.002 0.000 0.001
H -0.786 -4.516 -3.926 0.001 0.001 -0.006
H 0.022 -4.700 -1.621 -0.005 0.000 -0.003
H 0.664 -3.648 0.462 -0.050 -0.006 -0.040
H 2.875 -2.052 -0.202 0.002 -0.033 -0.015
H 4.733 -3.584 0.332 0.000 0.002 -0.001
H 5.422 -5.574 1.762 -0.002 -0.001 0.000
H 4.929 -5.618 3.459 0.001 0.002 0.001
H 6.072 -4.401 2.899 0.001 0.000 -0.002
H 3.052 -4.296 4.199 0.000 0.002 0.000
H 1.191 -2.741 3.676 -0.008 -0.007 0.002
N -6.547 1.243 2.564 -0.028 0.007 0.018
C -5.215 1.537 2.643 -0.001 -0.004 -0.017
C -4.761 2.847 2.423 0.017 -0.005 -0.001
C -3.419 3.138 2.490 -0.029 -0.008 0.083
C -2.507 2.120 2.765 0.037 -0.056 -0.107
C -2.936 0.808 2.962 0.027 0.016 0.070
C -4.279 0.523 2.899 -0.035 -0.044 -0.082
S -0.878 2.547 3.155 0.083 -0.010 -0.267
O -0.374 1.558 4.074 -0.016 0.078 0.137
O -0.848 3.939 3.508 -0.041 -0.061 0.012
N 0.114 2.416 1.775 -0.128 -0.176 0.330
C 1.007 3.445 1.625 0.162 0.107 0.106
S 0.947 5.145 1.822 -0.023 0.007 -0.012
C 2.631 5.231 1.445 0.012 -0.016 -0.046
C 3.155 4.010 1.225 -0.012 0.001 -0.276
N 2.216 3.003 1.298 0.012 -0.023 0.568
H -7.207 2.000 2.613 -0.005 0.005 0.019
H -6.868 0.374 2.956 0.002 0.003 0.007
H -5.478 3.637 2.234 -0.004 0.004 0.000
H -3.076 4.158 2.385 0.008 0.012 0.001
H -2.219 0.034 3.201 -0.031 0.028 -0.015
H -4.624 -0.490 3.067 0.000 -0.001 -0.005
H 3.140 6.180 1.416 0.001 0.002 0.002
H 4.177 3.801 0.947 0.007 -0.019 0.047

***

76
Properties=species:S:1:pos:R:3:forces:R:3 method="wB97M-V/def2-TZVPD" e_homo_ev=-7.91 mol_weight_g_mol=1024.31 de_lowest_ev=0.0000 orbital_gap_ev=7.6 total_charge=0
Lu 1.312 0.967 0.096 0.484 -0.832 0.705
O -1.283 0.634 -2.904 1.869 -1.345 0.103
C -0.330 -0.076 -2.564 -0.912 -0.122 0.258
O 0.677 0.328 -1.814 -0.623 0.005 -0.334
C -0.231 -1.653 -2.795 -1.153 0.859 -1.837
P -0.909 -2.548 -1.356 -1.751 -0.858 0.376
C -1.267 -4.290 -1.922 0.830 0.760 -1.514
C -1.377 -5.269 -0.963 0.297 0.369 0.789
C -1.636 -6.582 -1.271 -1.285 -0.826 0.744
C -1.920 -6.929 -2.583 0.482 -0.831 -0.980
C -1.815 -5.989 -3.596 0.349 2.234 0.450
C -1.475 -4.634 -3.261 -0.336 -2.862 1.465
C -2.703 -2.047 -1.381 0.929 2.093 0.462
C -3.781 -2.852 -1.642 1.186 -2.903 -0.451
C -5.072 -2.431 -1.667 -2.034 1.828 0.955
C -5.344 -1.073 -1.394 0.754 -1.028 0.044
C -4.242 -0.236 -1.084 -2.691 0.808 -0.517
C -2.963 -0.681 -1.068 -0.096 -2.032 -0.177
H 0.810 -1.865 -2.808 1.054 -0.244 0.085
H -0.632 -2.038 -3.790 0.134 0.958 1.258
H -1.276 -4.925 0.053 0.125 -0.309 0.429
H -1.837 -7.308 -0.453 0.510 0.508 -0.707
H -2.117 -7.969 -2.885 -0.099 0.514 0.439
H -2.016 -6.189 -4.643 0.033 -0.340 0.174
H -1.392 -3.923 -4.008 0.063 1.218 -1.418
H -3.584 -3.940 -1.808 -0.297 1.076 0.065
H -5.931 -3.111 -1.722 0.607 0.111 -0.370
H -6.398 -0.769 -1.364 0.668 0.279 -0.017
H -4.468 0.822 -0.936 0.230 -0.223 0.212
H -2.207 -0.001 -0.794 0.907 0.492 0.199
C -1.094 3.481 -0.523 -0.943 1.454 -1.341
C 0.305 4.046 -0.573 -0.560 -0.292 0.203
C 0.456 5.407 -0.923 1.266 -0.518 0.052
C 1.729 5.897 -0.984 -0.553 -0.338 0.104
C 2.841 5.082 -0.698 -0.065 0.268 0.310
C 4.157 5.575 -0.658 1.028 -0.732 0.937
Br 4.590 7.387 -0.946 -0.091 0.126 -0.256
C 5.145 4.768 -0.116 -0.686 0.639 -0.564
C 4.894 3.465 0.261 0.663 -1.127 0.631
Br 6.263 2.464 1.241 -0.763 0.497 -0.801
C 3.683 2.859 0.034 -1.355 -0.798 0.296
O 3.384 1.602 0.190 0.642 0.186 -0.456
C 2.601 3.745 -0.306 0.648 1.241 -0.718
N 1.335 3.272 -0.274 -0.725 -0.147 -0.430
H -1.644 3.893 0.343 0.270 -0.096 -0.316
H -1.185 2.400 -0.482 0.174 -0.096 -0.238
H -1.622 3.904 -1.477 0.692 -1.121 1.707
H -0.361 6.046 -1.180 -0.534 0.011 0.045
H 1.870 6.928 -1.218 0.254 0.532 -0.231
H 6.136 5.110 0.013 0.797 0.620 0.124
C -1.123 2.427 3.558 0.244 0.304 -1.128
C -0.376 1.156 3.876 0.654 -0.218 -0.970
O -0.702 0.778 5.172 0.128 -0.827 0.671
P -0.841 -0.178 2.619 -1.132 1.106 0.568
O -2.431 -0.037 2.699 0.643 0.240 1.314
O -0.324 -1.484 3.053 0.615 -0.549 0.623
O -0.424 0.346 1.275 0.415 0.169 -1.371
P 1.457 1.284 3.581 -0.780 -0.576 -0.950
O 2.047 2.217 4.662 1.702 1.280 0.874
O 2.075 -0.140 3.944 -0.200 0.512 -0.175
O 1.732 1.783 2.189 -0.124 -0.436 1.000
H -2.169 2.225 3.757 -0.150 0.151 0.009
H -0.985 2.612 2.484 -0.252 0.184 0.180
H -0.800 3.326 4.080 0.169 -0.210 0.317
H -0.723 -0.189 5.172 0.004 -0.055 0.418
H -2.900 -0.321 1.937 -0.711 -0.500 -1.282
H 1.455 -0.866 3.733 -0.148 -0.279 -0.215
H 2.992 2.505 4.542 -1.334 -0.414 0.059
S 4.501 -2.761 0.620 -0.580 -1.224 0.102
C 2.869 -3.404 0.450 1.772 -1.796 0.065
C 2.020 -2.398 0.437 -1.625 1.167 0.180
N 2.574 -1.157 0.563 0.785 1.571 0.146
C 3.897 -1.202 0.707 -0.902 0.366 -0.580
H 2.605 -4.471 0.398 0.521 0.719 -0.002
H 0.928 -2.474 0.344 0.666 0.010 0.115
H 4.574 -0.333 0.750 -0.767 -0.359 0.082

***

17
Properties=species:S:1:pos:R:3:forces:R:3 method="wB97M-V/def2-TZVPD" e_homo_ev="-7.16 / -7.50" mol_weight_g_mol=111.14 de_lowest_ev=4.1550 orbital_gap_ev="7.1 / 7.4" total_charge=0
C -0.292 -1.122 -1.636 0.035 -0.108 0.183
C 0.109 -0.044 1.517 -1.113 -0.068 0.211
C -1.020 0.085 0.596 0.586 0.268 1.259
N -2.127 0.805 0.918 -0.123 -0.290 -0.119
C 1.194 -0.122 0.472 -0.506 -0.648 -0.223
C -0.346 0.047 -0.681 0.626 -0.014 -0.395
C 2.193 0.803 0.184 0.375 0.497 0.205
O 0.133 -0.074 2.738 0.200 0.288 -0.390
H -2.307 0.909 1.910 -0.088 0.000 -0.275
H -2.914 0.781 0.287 -0.028 0.059 0.274
H 1.524 -1.171 0.475 -0.095 0.103 -0.794
H -0.505 0.984 -1.232 0.326 0.036 0.018
H 0.502 -0.959 -2.369 0.000 -0.074 0.112
H -0.109 -2.054 -1.098 -0.048 0.004 -0.143
H -1.225 -1.214 -2.199 -0.036 -0.039 0.074
H 2.994 0.550 -0.499 -0.032 -0.028 0.131
H 2.195 1.795 0.617 -0.078 0.014 -0.127

***

48
Properties=species:S:1:pos:R:3:forces:R:3 method="wB97M-V/def2-TZVPD" e_homo_ev=-8.04 mol_weight_g_mol=425.54 de_lowest_ev=0.0117 orbital_gap_ev=8.7 total_charge=0
C 1.606 3.916 0.062 -0.001 -0.114 -0.162
C 1.378 2.910 -1.063 0.334 0.506 0.104
N 0.550 1.820 -0.615 -0.578 -0.557 0.147
C -0.799 1.879 -0.413 0.018 -0.128 -0.072
S -1.764 3.233 -0.912 -0.185 0.417 -0.227
C -3.395 2.651 -0.354 0.546 -0.026 -0.234
C -3.378 2.509 1.148 -0.102 0.023 0.006
O -3.171 3.429 1.903 -0.006 0.133 0.016
N -3.601 1.251 1.656 -0.243 0.032 0.839
C -3.699 0.050 1.010 -0.162 -0.993 -0.016
N -4.112 -0.145 -0.186 -0.298 0.699 0.035
C -4.086 -1.468 -0.524 0.253 -0.784 0.348
C -4.451 -1.997 -1.757 0.032 0.045 0.081
C -4.378 -3.362 -1.943 -0.024 -0.010 -0.069
C -3.950 -4.206 -0.921 0.027 -0.119 0.037
C -3.584 -3.700 0.312 0.000 -0.034 0.049
C -3.652 -2.333 0.504 -0.130 0.252 -0.201
S -3.262 -1.405 1.921 -0.060 0.306 -0.346
N -1.228 0.795 0.176 -0.441 0.792 -0.277
N -0.166 0.004 0.386 0.927 -0.766 0.187
C 0.899 0.602 -0.080 -0.344 0.067 -0.028
C 2.240 0.040 -0.036 0.304 -0.076 0.104
C 2.679 -0.565 1.136 -0.100 0.189 -0.229
C 3.941 -1.122 1.220 0.335 -0.195 0.033
C 4.790 -1.090 0.117 -0.150 0.084 -0.093
O 6.050 -1.597 0.085 -0.178 0.164 -0.250
C 6.554 -2.226 1.239 0.083 -0.105 0.204
C 4.341 -0.506 -1.070 0.208 -0.083 0.073
C 3.083 0.048 -1.147 0.023 -0.088 0.151
H 0.658 4.323 0.405 -0.049 0.047 0.061
H 2.107 3.435 0.900 0.039 -0.020 0.058
H 2.227 4.732 -0.296 0.078 0.121 -0.001
H 2.334 2.505 -1.399 -0.189 0.068 -0.074
H 0.872 3.394 -1.904 0.155 -0.119 -0.025
H -3.633 1.713 -0.851 -0.057 0.283 0.020
H -4.086 3.444 -0.642 0.015 -0.039 0.068
H -3.448 1.192 2.657 -0.031 0.181 -0.207
H -4.780 -1.335 -2.542 -0.042 0.078 -0.093
H -4.657 -3.785 -2.897 -0.024 -0.034 -0.078
H -3.902 -5.270 -1.094 0.010 -0.088 -0.013
H -3.250 -4.350 1.106 0.032 -0.119 0.055
H 2.017 -0.596 1.987 -0.061 0.007 0.087
H 4.250 -1.580 2.146 0.061 -0.047 0.068
H 5.950 -3.095 1.520 0.015 0.042 -0.003
H 7.558 -2.556 0.979 -0.071 0.005 0.069
H 6.609 -1.532 2.084 -0.016 -0.032 -0.032
H 5.000 -0.510 -1.923 0.077 -0.012 -0.103
H 2.741 0.454 -2.088 -0.026 0.047 -0.067